No. 1
The following is a quantum chemistry calculation of an isolated molecule of C3H5NO2, from the Open Molecules 2025 dataset.

Geometry as ORCA input:
```
! wB97M-V def2-TZVPD RIJCOSX def2/J DEFGRID3
* xyz 0 1
H -1.75289 -1.28143 -2.60484
N -1.71260 -0.97780 -1.63587
C -0.74973 -0.18755 -1.46619
O -0.58097 0.30751 -0.19853
C 0.69116 0.44456 0.29148
C 0.63761 0.28724 1.78373
O 1.66496 0.58086 -0.39602
H -0.01394 0.15704 -2.19124
H -0.13827 0.92951 2.20738
H 0.34105 -0.74969 1.98646
H 1.61363 0.48976 2.22364
*
```

Output
* E: -322.5441 Eh
* HOMO level: -0.39230 hartree
* energy above the lowest of the compared OMol25 structures with the same formula, charge and spin: 18.9 kcal/mol
* maximum force: 0.009 Eh/bohr
* structure (SMILES): [H]/N=C/OC(C)=O
* Kohn-Sham gap: 11.566 eV

---

No. 2
The following is a quantum chemistry calculation of an isolated molecule of C20H21ClN6O4, from the Open Molecules 2025 dataset.

Geometry as ORCA input:
```
! wB97M-V def2-TZVPD RIJCOSX def2/J DEFGRID3
* xyz 0 1
C -0.36498 7.44997 -4.49893
O -0.86847 6.16784 -4.19356
C -0.07403 5.13910 -3.80823
C -0.79534 3.97526 -3.50411
C -0.18623 2.81497 -3.09354
C 1.20148 2.76830 -2.96587
N 1.78502 1.56860 -2.55006
C 3.07812 1.31489 -2.26200
O 4.01085 2.08170 -2.34334
C 3.28242 -0.14959 -1.81131
N 2.31613 -0.55056 -0.83259
N 1.00786 -0.69729 -1.17149
N 0.33946 -1.00330 -0.13121
C 1.16378 -1.07086 0.93250
C 0.79902 -1.34117 2.32369
O 1.64836 -1.33158 3.21007
N -0.51213 -1.54509 2.52209
C -1.07987 -1.88792 3.80497
C -1.59215 -3.30564 3.82331
C -1.05278 -4.25602 4.67030
C -1.52916 -5.55754 4.67900
C -2.55508 -5.91116 3.82503
C -3.10594 -4.97715 2.96208
C -2.62969 -3.67314 2.95213
O -3.10235 -2.68206 2.13750
C -4.13869 -2.98407 1.23589
C 2.46099 -0.76609 0.49384
N 3.60700 -0.78222 1.20559
C 1.93813 3.90419 -3.26273
C 1.31435 5.07364 -3.67839
Cl 2.39508 6.39699 -4.01364
H -1.24707 8.04586 -4.73349
H 0.29702 7.43154 -5.36707
H 0.15412 7.89602 -3.64806
H -1.86736 4.02927 -3.60675
H -0.77834 1.94142 -2.86592
H 1.12682 0.80810 -2.36207
H 3.18121 -0.79156 -2.69274
H 4.28990 -0.25945 -1.40684
H -1.12238 -1.57229 1.71896
H -1.90353 -1.19759 4.02122
H -0.28912 -1.75893 4.54703
H -0.24805 -3.97088 5.33134
H -1.09920 -6.28754 5.34720
H -2.93620 -6.92152 3.82102
H -3.90458 -5.27833 2.30270
H -4.33953 -2.05809 0.69890
H -5.04660 -3.30350 1.75726
H -3.83702 -3.75644 0.52129
H 4.36930 -0.18614 0.92735
H 3.42786 -0.87822 2.20101
H 3.01160 3.88531 -3.16934
*
```

Output
* E: -1864.4369 Eh
* HOMO level: -0.29695 hartree
* maximum force: 0.024 Eh/bohr
* structure (SMILES): COc1ccc(NC(=O)Cn2nnc(C(=O)NCc3ccccc3OC)c2N)cc1Cl
* Kohn-Sham gap: 8.746 eV

---

No. 3
The following is a quantum chemistry calculation of an isolated molecule of C7H11NO4, from the Open Molecules 2025 dataset.

Geometry as ORCA input:
```
! wB97M-V def2-TZVPD RIJCOSX def2/J DEFGRID3
* xyz 0 1
C -2.68626 -0.37250 0.78973
C -2.20255 0.42789 -0.38354
O -2.70262 0.76690 -1.39652
C -0.89476 1.14746 0.07817
O -0.90342 1.71687 1.14880
C 0.31209 1.26173 -0.89438
C 1.62211 1.41601 -0.15847
C 2.22527 -0.03041 0.10896
C 1.11521 -0.79254 0.81815
N 0.52901 -1.72193 0.18532
O -0.27987 -2.61283 0.55261
O 0.93367 -1.94079 -1.20708
H -2.04863 -1.28376 0.77863
H -3.69455 -0.45989 0.54944
H -2.30062 0.33455 1.53688
H 0.32364 0.27965 -1.36454
H -0.09469 1.86252 -1.64117
H 2.28594 2.00835 -0.79912
H 1.44270 1.99220 0.75605
H 2.52463 -0.46900 -0.84350
H 3.00903 0.03856 0.96136
H 0.68670 -0.67281 1.81241
H 0.79796 -2.89623 -1.38817
*
```

Output
* E: -628.8722 Eh
* HOMO level: -0.33162 hartree
* energy above the lowest of the compared OMol25 structures with the same formula, charge and spin: 108.6 kcal/mol
* maximum force: 0.081 Eh/bohr
* structure (SMILES): CC(=O)C(=O)CCC/C=[N+](/[O-])O
* Kohn-Sham gap: 9.538 eV

---

No. 4
The following is a quantum chemistry calculation of a structure of composition C44H47Br2MoN2O6Se, from the Open Molecules 2025 dataset.

Geometry as ORCA input:
```
! wB97M-V def2-TZVPD RIJCOSX def2/J DEFGRID3
* xyz -1 3
Mo -0.28111 1.48416 0.15343
O 0.73092 -0.47291 2.84669
C -0.31052 -0.18045 3.74640
C -1.28598 0.81336 3.00079
O -2.36947 1.06464 3.47002
O -0.77620 1.41362 1.95709
C -1.00379 -1.48076 4.18885
C -0.32416 -2.68613 4.03430
C -0.87049 -3.87377 4.49715
C -2.11555 -3.88100 5.10511
C -2.80702 -2.68765 5.24580
C -2.25331 -1.49484 4.80431
C 0.22592 0.51775 5.00968
C 1.54798 0.34078 5.40761
C 2.04101 0.95944 6.54662
C 1.21925 1.76332 7.31837
C -0.10518 1.92984 6.94344
C -0.59936 1.30993 5.80683
H 1.54039 -0.65580 3.33063
H 0.62944 -2.70645 3.52510
H -0.31315 -4.79650 4.38895
H -2.54675 -4.81141 5.45359
H -3.78611 -2.68061 5.70881
H -2.80535 -0.57452 4.91112
H 2.23486 -0.27874 4.84186
H 3.07771 0.81362 6.82359
H 1.61088 2.26494 8.19424
H -0.76465 2.55434 7.53336
H -1.62801 1.46270 5.51827
C -1.38277 3.27376 -3.70197
C -0.89553 2.97050 -2.32185
N -1.21054 1.89385 -1.67177
O -2.02203 0.97512 -2.30398
C -0.05304 3.83164 -1.57988
C 0.35669 5.20532 -1.99228
N 0.32145 3.35613 -0.38576
O 1.01686 4.09544 0.35730
H -2.01617 2.46583 -4.05602
H -0.53623 3.39785 -4.37870
H -1.95496 4.20266 -3.70408
H -2.74429 0.86554 -1.65640
H -0.30638 5.59856 -2.76090
H 1.38493 5.21597 -2.36413
H 0.32701 5.84738 -1.11215
C 1.69015 -5.32527 -4.08472
C 1.12861 -5.05786 -2.68440
C -0.19376 -5.82784 -2.55411
C 2.12754 -5.58959 -1.64264
C 0.92486 -3.56855 -2.41740
C 0.08439 -3.13683 -1.40066
C -0.00803 -1.79247 -1.12241
Br -1.31836 -1.25274 0.17755
C 0.73777 -0.77816 -1.75958
O 0.71863 0.45287 -1.34050
C 1.51102 -1.21411 -2.87334
C 1.58292 -2.57762 -3.13938
C 2.16206 -0.27359 -3.90491
C 1.34255 -0.40635 -5.20216
C 3.62078 -0.67217 -4.16728
C 2.16152 1.20917 -3.51906
H 1.75987 -6.40222 -4.25073
H 2.69155 -4.90967 -4.20419
H 1.03626 -4.90551 -4.85187
H -0.05381 -6.86250 -2.87447
H -0.96407 -5.37404 -3.17996
H -0.55044 -5.84353 -1.52412
H 2.27814 -6.66650 -1.76270
H 1.76256 -5.39474 -0.63318
H 3.08966 -5.08646 -1.75494
H -0.51611 -3.82508 -0.82088
H 2.18083 -2.88868 -3.98513
H 1.38478 -1.42033 -5.60357
H 1.71623 0.28343 -5.96454
H 0.29589 -0.16756 -5.00267
H 3.71090 -1.68860 -4.55205
H 4.20457 -0.59858 -3.24776
H 4.06118 0.00420 -4.90361
H 1.14750 1.58295 -3.41396
H 2.66090 1.77936 -4.30871
H 2.68597 1.38734 -2.58124
Br 5.59274 0.74634 3.59496
C 4.05055 1.09228 2.51697
C 3.94207 0.49725 1.27674
C 2.77382 0.69046 0.54278
C 1.70178 1.44182 1.01987
C 1.89811 2.07902 2.25176
C 3.04683 1.90945 3.00737
H 4.74264 -0.11891 0.88857
H 2.70807 0.20616 -0.42382
H 1.12990 2.72566 2.65552
H 3.14447 2.38168 3.97618
Se -3.13298 2.36968 0.60216
C -4.48978 2.96532 -0.61517
C -4.21484 3.50401 -1.87159
C -5.23998 3.91905 -2.70979
C -6.56272 3.82250 -2.30345
C -6.84751 3.30198 -1.04673
C -5.82564 2.87257 -0.21580
H -3.18530 3.60621 -2.17886
H -5.00446 4.32274 -3.68878
H -7.36064 4.15642 -2.95539
H -7.87523 3.22941 -0.70935
H -6.04411 2.46026 0.76169
*
```

Output
* E: -9883.4773 Eh
* HOMO level (alpha / beta): -0.16477 / -0.16657 hartree
* expectation value of S²: 2.049
* energy above the lowest of the compared OMol25 structures with the same formula, charge and spin: 49.4 kcal/mol
* maximum force: 0.048 Eh/bohr
* Kohn-Sham gap (alpha / beta): 6.705 / 6.292 eV

---

No. 5
The following is a quantum chemistry calculation of a cluster of 2 separate species, C2H5NO4 in total, from the Open Molecules 2025 dataset.

Geometry as ORCA input:
```
! wB97M-V def2-TZVPD RIJCOSX def2/J DEFGRID3
* xyz 0 1
O 1.81670 1.20065 -0.25999
C 1.05194 0.52124 0.35284
N 1.09744 0.13554 1.71938
C 2.21005 -0.53615 2.30556
O 2.23027 -0.87571 3.43658
O 3.11594 -0.84748 1.33477
H 0.17527 0.00222 -0.07333
H 0.38050 0.60799 2.24552
H 3.25378 -0.15374 0.67806
O -4.72351 0.07032 -4.01025
H -5.28194 -0.65025 -4.30530
H -5.32646 0.52538 -3.42384
*
```

Output
* E: -434.9240 Eh
* HOMO level: -0.40406 hartree
* energy above the lowest of the compared OMol25 structures with the same formula, charge and spin: 44.0 kcal/mol
* maximum force: 0.049 Eh/bohr
* structure (SMILES): O=CNC(=O)O.O
* Kohn-Sham gap: 11.410 eV

---

No. 6
The following is a quantum chemistry calculation of a structure of composition C12H16Cl6O3Pt, from the Open Molecules 2025 dataset.

Geometry as ORCA input:
```
! wB97M-V def2-TZVPD RIJCOSX def2/J DEFGRID3
* xyz -2 5
C -0.78290 -1.84522 -0.38193
C -1.75039 -1.13550 -1.12513
C -2.41593 -0.24196 -0.22940
C -2.02102 -1.25792 -2.57792
C -1.88866 -0.43173 1.06474
C -0.82892 -1.38897 0.97197
C 0.17851 -1.72201 1.96109
C 0.09266 -2.91344 -0.89530
C -3.42683 0.76144 -0.62942
C -2.28978 0.31132 2.27570
Pt 1.28649 0.72703 -0.99723
Cl -0.05891 1.56558 -2.47211
Cl 2.11273 -0.73788 -2.57876
Cl 0.17222 2.05666 0.58096
H -1.25822 -1.86055 -3.08067
H -2.03390 -0.27069 -3.05581
H -2.99492 -1.73882 -2.74384
H -3.08297 1.32163 -1.51062
H -3.58206 1.47781 0.18260
H -4.39482 0.29408 -0.86238
H -2.39181 1.39134 2.08834
H -1.51631 0.17065 3.03817
H -3.24156 -0.06775 2.68537
H -0.07504 -1.26656 2.93756
H 1.23643 -1.19414 1.50813
H 0.34378 -2.83085 1.99837
H 0.46615 -2.69236 -1.89964
H -0.45579 -3.87186 -0.91606
H 0.95035 -3.03057 -0.23276
O 2.15025 -0.79782 0.85533
H 2.57009 0.08103 1.14325
Cl 3.28493 4.78220 0.78384
C 4.44463 3.48691 0.43709
Cl 5.27086 3.86556 -1.10114
Cl 5.68124 3.47060 1.70630
C 3.59841 2.13492 0.40315
O 3.50500 1.48986 1.44837
O 3.14600 1.90799 -0.78022
*
```

Output
* E: -3573.0154 Eh
* HOMO level (alpha / beta): 0.02657 / -0.05098 hartree
* expectation value of S²: 6.027
* energy above the lowest of the compared OMol25 structures with the same formula, charge and spin: 0.0 kcal/mol
* maximum force: 0.089 Eh/bohr
* Kohn-Sham gap (alpha / beta): 3.994 / 5.443 eV

---

No. 7
The following is a quantum chemistry calculation of an isolated molecule of C10H15N3O3S, from the Open Molecules 2025 dataset.

Geometry as ORCA input:
```
! wB97M-V def2-TZVPD RIJCOSX def2/J DEFGRID3
* xyz 0 1
C 4.73939 2.01211 -0.14082
C 3.52220 1.29659 -0.69303
O 3.16225 0.25122 0.21863
C 2.06527 -0.43475 -0.06598
O 1.36802 -0.23586 -1.02566
C 1.81126 -1.50446 0.98678
C 1.44345 -2.80856 0.31031
O 2.20451 -3.74336 0.24772
N 0.20512 -2.90339 -0.26836
C -0.86053 -2.05470 -0.38822
N -1.80984 -2.32177 -1.22329
N -2.80348 -1.44871 -1.20096
C -2.66974 -0.49882 -0.35541
C -3.63588 0.61026 -0.14632
C -4.16250 0.59196 1.28960
C -2.96892 1.94887 -0.46858
S -1.17053 -0.61604 0.56679
H 5.56439 1.31412 -0.02957
H 4.51367 2.44177 0.83134
H 5.03391 2.80581 -0.82087
H 3.72895 0.85031 -1.67166
H 2.66978 1.97618 -0.80172
H 1.00873 -1.16709 1.64430
H 2.72174 -1.65324 1.56672
H 0.07556 -3.75357 -0.81117
H -4.46396 0.43906 -0.84108
H -4.89541 1.38288 1.42675
H -4.63557 -0.36198 1.51063
H -3.34667 0.74773 1.99309
H -2.58640 1.94824 -1.48653
H -2.14058 2.13160 0.21355
H -3.68817 2.75758 -0.36698
*
```

Output
* E: -1178.2445 Eh
* HOMO level: -0.33219 hartree
* energy above the lowest of the compared OMol25 structures with the same formula, charge and spin: 9.2 kcal/mol
* maximum force: 0.035 Eh/bohr
* structure (SMILES): CCOC(=O)CC(=O)Nc1nnc(C(C)C)s1
* Kohn-Sham gap: 9.451 eV

---

- Which of these has the lowest maximum force?
  C3H5NO2